Computed, not measured: an isolated molecule of C2H3N3S at a distorted geometry, with ωB97M-V/def2-TZVPD.

Element x y z (Å)
H1 0.9089 2.0166 -0.0444
N1 -0.0042 1.3241 -0.0846
C1 0.2700 0.0878 0.0363
C2 1.5986 -0.4140 -0.0103
N2 2.6541 -0.7571 -0.3200
N3 -0.7534 -0.9608 0.1744
S1 -2.3965 -0.3798 -0.2314
H2 -0.5245 -1.8698 0.2402
H3 -1.7530 0.9531 0.2399

Computed properties:
- Net charge: 0
- LUMO: 0.11 eV
- SMILES: [H]/N=C(\C#N)NS
- HOMO-LUMO gap: 9.00 eV
- Spin multiplicity: 1
- Total energy: -640.37539 Eh

Mulliken atomic charge list, values in e, 5 entries: atom 1 (H): 0.2839, atom 2 (N): -0.6708, atom 3 (C): 0.7990, atom 4 (C): -0.0044, atom 5 (N): -0.3483